Record 1
C56H43N5OP2S4Sn | ωB97M-V/def2-TZVPD

```
112
Properties=species:S:1:pos:R:3:forces:R:3
Sn -1.75881 -0.93638 -1.06065 0.225 -0.929 0.244
O -1.23024 1.39535 -0.66832 -1.058 -0.033 -0.707
S 0.20247 1.42406 -0.22632 1.180 0.743 0.453
C 0.58674 2.33065 1.26559 -0.288 -0.099 -0.318
C 1.09140 3.61638 1.27022 -0.079 0.051 -0.039
C 1.73418 4.17535 2.38804 0.064 -0.008 0.047
C 1.94766 3.37826 3.48288 -0.066 -0.064 -0.026
C 2.68504 3.62042 4.77283 0.007 0.004 -0.003
C 2.56470 2.28818 5.55999 0.007 0.000 0.007
C 1.73541 1.39027 4.68013 -0.044 -0.085 -0.009
C 1.28960 0.10671 4.84693 0.133 0.124 0.072
C 0.49561 -0.46503 3.83662 -0.183 0.084 -0.056
C 0.16319 0.20223 2.67152 0.046 0.296 -0.307
P -1.13699 -0.50679 1.62100 -0.599 -0.602 0.296
C -2.65469 0.32287 2.16568 0.005 -0.039 0.020
C -2.63540 1.50147 2.90738 -0.036 -0.083 -0.055
C -3.82694 2.05088 3.35922 0.000 0.083 -0.047
C -5.03574 1.43670 3.06564 -0.007 0.033 0.035
C -5.06168 0.27808 2.29943 -0.022 0.017 -0.044
C -3.87705 -0.27352 1.84421 0.081 0.052 0.089
C -1.29803 -2.24215 2.11026 0.154 0.052 0.084
C -2.19857 -2.68413 3.07756 0.122 0.012 -0.017
C -2.22980 -4.03024 3.40804 -0.072 0.025 0.042
C -1.37197 -4.92797 2.78748 0.011 -0.059 0.002
C -0.47368 -4.48847 1.82450 -0.116 0.130 0.019
C -0.44178 -3.14722 1.48113 -0.497 0.150 0.086
C 0.69328 1.51181 2.42926 -0.045 -0.342 0.264
C 1.42529 2.07045 3.48609 -0.005 0.024 -0.087
C 1.13363 2.23029 -1.49969 -0.344 0.055 0.261
C 0.77950 3.41604 -2.10052 -0.062 0.059 0.103
C 1.69492 4.12343 -2.91323 0.012 0.085 -0.030
C 2.97739 3.64571 -3.04057 0.007 -0.119 0.089
C 4.21207 4.16958 -3.73303 -0.029 0.021 -0.049
C 5.31081 3.09257 -3.48079 0.054 0.052 -0.019
C 4.62124 2.00400 -2.69613 -0.063 -0.052 0.035
C 5.02760 0.78910 -2.20260 0.088 0.067 -0.080
C 4.07968 -0.05667 -1.58291 -0.089 0.025 0.037
C 2.76388 0.31926 -1.38594 0.094 0.014 0.095
P 1.41992 -0.87957 -1.10835 -0.224 -0.648 -0.835
C 2.08747 -1.96045 0.18432 0.472 0.305 -0.204
C 2.02869 -3.35474 0.14615 0.977 0.033 -0.183
C 2.62428 -4.09252 1.15942 0.069 0.030 -0.214
C 3.24044 -3.45127 2.22444 -0.022 0.024 0.079
C 3.24812 -2.06425 2.29651 -0.043 -0.053 0.042
C 2.66923 -1.31862 1.28423 -0.010 -0.141 -0.278
C 1.41153 -1.70292 -2.73320 0.686 0.166 0.247
C 0.48541 -1.25931 -3.67311 0.749 0.686 -0.423
C 0.52310 -1.74069 -4.97286 0.256 0.119 -0.186
C 1.48056 -2.67730 -5.33266 -0.155 0.083 -0.025
C 2.39436 -3.13583 -4.39266 0.112 -0.099 0.149
C 2.37325 -2.64540 -3.09745 -0.180 -0.041 -0.145
C 2.38136 1.62706 -1.75699 0.068 -0.094 0.084
C 3.29640 2.40375 -2.46212 -0.050 0.005 -0.024
H 1.02171 4.22144 0.38050 -0.004 -0.002 -0.176
H 2.09179 5.19563 2.34733 0.007 -0.012 -0.039
H 2.24709 4.45627 5.31953 0.007 0.007 -0.007
H 3.72462 3.88267 4.57322 -0.004 0.027 0.021
H 2.09772 2.43345 6.53412 0.001 -0.029 0.004
H 3.54012 1.83375 5.73910 0.007 0.042 0.039
H 1.50649 -0.45747 5.74422 -0.002 -0.036 -0.010
H 0.09752 -1.45757 4.00329 0.010 -0.018 -0.025
H -1.69916 1.98827 3.14349 -0.008 -0.014 0.072
H -3.80497 2.96198 3.94233 -0.023 -0.014 0.026
H -5.96076 1.86087 3.43358 0.001 0.002 0.000
H -6.00662 -0.18960 2.05597 0.016 -0.052 0.028
H -3.89577 -1.19315 1.27169 -0.101 0.037 0.053
H -2.86718 -1.99032 3.56892 0.007 0.000 0.039
H -2.92783 -4.37631 4.15849 0.002 -0.027 -0.010
H -1.40580 -5.97488 3.05798 -0.013 -0.009 -0.017
H 0.19839 -5.18511 1.34176 -0.077 -0.040 -0.001
H 0.25305 -2.79738 0.72227 -0.873 -0.156 0.512
H -0.21130 3.82120 -1.92678 0.044 0.059 0.026
H 1.38495 5.04816 -3.38298 -0.009 -0.013 0.024
H 4.49539 5.14517 -3.33654 0.012 -0.010 0.001
H 4.02544 4.30921 -4.79865 0.003 0.000 0.005
H 6.15056 3.50026 -2.91650 -0.006 0.010 -0.010
H 5.71891 2.71236 -4.41747 0.002 -0.029 0.017
H 6.04465 0.43952 -2.32689 -0.014 -0.004 0.009
H 4.40384 -1.04357 -1.27335 -0.038 -0.042 -0.062
H 1.53318 -3.86551 -0.66627 -0.033 -0.036 -0.186
H 2.61357 -5.17310 1.10329 0.017 0.002 0.040
H 3.71029 -4.03184 3.00739 0.005 -0.017 -0.021
H 3.71979 -1.56527 3.13266 -0.013 0.002 0.015
H 2.68139 -0.23489 1.32945 0.112 -0.034 -0.004
H -0.26591 -0.52415 -3.39537 0.215 0.157 -0.142
H -0.18809 -1.38129 -5.70484 -0.020 -0.025 0.005
H 1.52142 -3.04774 -6.34806 -0.046 -0.036 0.019
H 3.13423 -3.87533 -4.66874 -0.002 0.014 -0.041
H 3.09815 -2.99760 -2.37492 0.017 0.006 -0.013
S -3.27478 -2.91754 -0.55801 0.030 0.820 0.197
C -2.39242 -3.70778 -1.81565 -0.412 -0.520 0.086
S -1.06453 -2.86911 -2.56009 -0.821 -0.197 0.639
C -2.70809 -4.97029 -2.21708 0.038 0.143 0.059
C -3.84626 -5.65665 -1.69717 -0.036 -0.107 0.035
N -4.77650 -6.20223 -1.29873 0.006 0.059 0.072
C -1.88923 -5.64529 -3.17362 0.015 -0.083 -0.088
N -1.20506 -6.18589 -3.92348 0.022 0.079 -0.019
C -4.36770 4.16229 -0.80054 0.000 -0.087 0.023
C -4.97933 2.80963 -0.41486 0.027 0.203 -0.069
C -4.58697 1.74396 -1.37586 -0.110 -0.042 -0.179
N -3.79970 0.76887 -1.11964 -0.161 0.087 0.207
N -3.53527 -0.03077 -2.20496 0.795 0.011 0.292
C -4.16948 0.32751 -3.29740 0.031 0.048 -0.255
N -4.07242 -0.31663 -4.46595 0.065 0.025 0.098
S -5.12695 1.74591 -3.04744 0.025 -0.155 0.099
H -4.57887 4.89806 -0.02669 -0.009 0.011 -0.022
H -4.77754 4.53425 -1.74005 0.017 0.014 -0.002
H -3.28596 4.07012 -0.90592 0.007 0.032 0.010
H -6.06762 2.89222 -0.38808 0.000 -0.057 0.083
H -4.62981 2.50402 0.56986 -0.021 -0.075 0.005
H -3.64570 -1.22990 -4.48263 0.013 -0.010 -0.015
H -4.64865 -0.05234 -5.24583 -0.005 -0.027 -0.014
```
Positions in Å, forces in eV/Å.

As for the net charge: +2. The calculation puts the relative energy (zero: lowest compared OMol25 entry of this formula, charge and spin) at 414.4 kJ/mol. The value obtained for the frontier orbital gap is 0.2051 Ha.



Record 2
C56H43N9O3P2PbS5Se2 | ωB97M-V/def2-TZVPD

```
121
Properties=species:S:1:pos:R:3:forces:R:3
Pb -1.76317 -0.83034 -1.97375 -0.192 -0.020 0.836
N -1.65055 -4.11904 1.86979 -0.162 0.035 -0.069
C -1.92195 -2.79604 2.06099 0.038 -0.146 -0.083
N -2.91117 -2.17284 1.54509 0.100 0.032 -0.102
C -3.72688 -2.84921 0.62891 0.184 0.456 0.398
N -4.56437 -2.19533 -0.08158 -1.046 -0.949 -0.446
N -4.43896 -0.88703 -0.14656 1.150 1.169 -0.097
C -5.31574 0.00138 0.01604 -0.532 -0.473 0.333
C -4.91697 1.42292 -0.07072 0.260 0.190 0.089
C -5.83779 2.43502 -0.33366 -0.086 -0.090 -0.069
C -5.40344 3.74982 -0.32014 0.007 0.055 -0.002
C -4.07590 4.02254 -0.02765 -0.022 -0.023 -0.047
C -3.23168 2.94713 0.23012 0.015 -0.040 -0.023
N -3.63986 1.68963 0.20814 -0.001 -0.116 0.028
C -3.60452 -4.30180 0.49705 0.048 -0.115 0.191
C -4.47768 -5.08095 -0.25443 -0.024 -0.082 -0.017
C -4.28152 -6.44418 -0.36453 -0.104 0.010 -0.047
C -3.21291 -7.05029 0.28874 0.132 0.053 0.068
C -2.33548 -6.29250 1.04203 0.008 -0.102 -0.076
C -2.52365 -4.91690 1.13450 -0.087 0.077 0.016
H -0.81580 -4.52765 2.24940 0.038 0.026 0.075
H -1.23296 -2.26005 2.71126 0.008 -0.041 -0.014
H -6.34376 -0.21780 0.32905 -0.028 -0.063 -0.115
H -6.87044 2.19240 -0.55844 0.035 -0.018 0.017
H -6.09724 4.55640 -0.52885 0.002 -0.012 -0.012
H -3.70659 5.04012 -0.00007 0.025 -0.015 0.025
H -2.18537 3.08154 0.49363 -0.026 0.054 -0.077
H -5.29583 -4.58917 -0.76342 0.035 0.028 -0.008
H -4.95246 -7.04124 -0.96900 0.004 0.023 0.000
H -3.05596 -8.11857 0.20329 -0.007 0.013 -0.008
H -1.49717 -6.75879 1.54791 0.011 0.029 -0.021
Se 2.39906 -2.20517 5.15908 0.010 -0.034 -0.048
P 2.28265 -0.25712 4.34093 0.036 -0.063 0.167
C 1.46126 0.91910 5.47194 -0.045 0.071 -0.177
C 0.97350 0.47261 6.68986 0.013 0.011 0.029
C 0.31052 1.34833 7.54299 0.000 0.027 0.006
C 0.13294 2.67180 7.17642 -0.008 -0.014 0.028
C 0.62915 3.12729 5.96045 0.081 0.023 -0.043
C 1.28993 2.25826 5.10925 -0.076 -0.045 0.139
C 3.96931 0.42727 4.13374 -0.094 -0.005 -0.115
C 4.84593 -0.30828 3.34144 0.027 0.047 0.058
C 6.12231 0.15837 3.07647 0.007 -0.043 -0.008
C 6.53999 1.36833 3.61149 0.015 0.027 0.037
C 5.68422 2.09196 4.42938 0.007 0.008 0.008
C 4.40400 1.62326 4.69843 0.010 -0.035 -0.076
C 1.41291 -0.05674 2.77984 -0.133 0.275 -0.184
C 1.50862 -0.48064 1.43525 -0.220 0.023 0.154
N 0.55006 0.18744 0.75934 0.063 -0.036 -0.011
N -0.09697 0.96810 1.60209 0.079 -0.091 0.030
N 0.39010 0.83795 2.81588 0.098 -0.052 0.071
P 2.52815 -1.54959 0.41448 0.166 -0.059 0.083
Se 1.64369 -2.38120 -1.30169 -0.171 0.048 0.067
C 3.04555 -2.93749 1.47960 0.025 0.040 -0.084
C 4.36619 -3.32296 1.67416 -0.111 -0.007 0.036
C 4.65571 -4.48030 2.38630 0.030 0.025 -0.017
C 3.62886 -5.26377 2.88656 0.013 -0.045 -0.001
C 2.30732 -4.89438 2.67202 -0.033 0.015 -0.054
C 2.01683 -3.73944 1.97049 0.109 -0.033 0.044
C 4.00599 -0.55679 0.02682 -0.055 -0.073 -0.118
C 4.98844 -1.11980 -0.78792 0.023 0.023 0.049
C 6.06427 -0.35676 -1.21288 0.003 -0.042 0.042
C 6.14381 0.98524 -0.85789 -0.004 -0.008 0.005
C 5.15136 1.55535 -0.07615 0.089 0.019 -0.036
C 4.08610 0.78678 0.36863 -0.030 0.044 0.028
H 1.10927 -0.56745 6.95978 -0.005 -0.004 -0.026
H -0.07528 0.98931 8.48955 0.002 -0.007 -0.018
H -0.40067 3.35123 7.83093 0.017 -0.008 0.001
H 0.48662 4.16008 5.66631 -0.008 -0.020 -0.001
H 1.65007 2.60810 4.15329 -0.035 0.013 -0.030
H 4.51604 -1.25759 2.94422 0.037 -0.004 -0.012
H 6.78328 -0.41227 2.43417 -0.032 0.005 0.002
H 7.53157 1.74749 3.39351 -0.016 -0.012 -0.002
H 6.00745 3.03509 4.85446 0.006 -0.031 0.021
H 3.75263 2.19009 5.34801 0.005 0.025 -0.017
H 5.16907 -2.72325 1.26365 0.022 0.002 0.048
H 5.68842 -4.76729 2.54333 -0.009 -0.016 0.007
H 3.85572 -6.16886 3.43693 0.000 0.016 0.009
H 1.50695 -5.51405 3.05970 0.000 0.011 0.020
H 0.99287 -3.44579 1.77084 0.042 0.004 0.000
H 4.87662 -2.14837 -1.11241 0.029 0.026 -0.035
H 6.82811 -0.79962 -1.84111 -0.031 0.003 -0.009
H 6.96932 1.58973 -1.21624 -0.011 -0.003 0.022
H 5.19884 2.60804 0.17464 -0.029 -0.021 0.018
H 3.30368 1.24516 0.96054 -0.010 -0.034 -0.021
O -3.85229 -5.35400 -7.08284 0.014 0.057 0.096
C -3.57523 -4.61164 -6.16167 -0.059 -0.039 -0.066
S -2.63169 -5.08058 -4.75438 0.029 0.039 0.018
C -2.63849 -3.52528 -3.91645 -0.176 0.010 -0.120
C -3.31102 -2.52851 -4.52560 0.048 -0.089 -0.034
S -3.54551 -0.88705 -3.96982 -0.209 -0.052 0.035
S -4.07060 -2.92468 -6.06812 0.043 0.003 0.017
S -1.79397 -3.48372 -2.39228 0.144 -0.205 -0.120
O 1.67926 1.31704 -1.72671 -0.080 0.185 0.029
H 1.42039 0.96087 -2.58905 0.079 -0.106 0.064
H 1.05572 0.91389 -1.09669 0.139 -0.009 -0.031
N 0.62306 -0.12619 -4.49494 0.073 0.083 0.022
C -0.13604 -0.39845 -3.66181 0.361 -0.086 -0.538
O -2.40029 1.88069 -2.66533 -0.016 -0.149 0.002
S -1.86937 1.96862 -4.05739 0.043 0.990 -0.310
C -2.92189 3.21027 -4.86282 -0.195 -0.223 -0.083
C -3.66803 4.07950 -4.08502 -0.014 -0.031 0.097
C -4.53827 4.96792 -4.69775 0.002 0.027 -0.062
C -4.66912 4.97368 -6.08223 0.044 -0.024 0.025
C -3.93130 4.08461 -6.85287 -0.003 0.074 -0.023
C -3.05673 3.19618 -6.24280 0.083 -0.076 0.036
C -0.46021 3.10156 -3.92796 0.099 -0.153 0.068
C -0.30528 3.82621 -2.76015 -0.091 -0.013 0.063
C 0.80721 4.63824 -2.60447 0.012 0.039 -0.096
C 1.75595 4.71171 -3.61476 -0.022 0.010 0.024
C 1.59632 3.97056 -4.77884 0.017 0.052 -0.010
C 0.48604 3.15609 -4.93871 -0.093 -0.061 -0.061
H -3.57723 4.02215 -3.00644 -0.023 -0.003 0.021
H -5.12818 5.65101 -4.09748 0.021 -0.025 0.013
H -5.35715 5.66100 -6.55950 -0.005 -0.008 0.004
H -4.05429 4.07241 -7.92935 0.028 -0.012 0.017
H -2.49482 2.47466 -6.82696 -0.051 0.024 -0.002
H -1.04548 3.71632 -1.97649 0.050 -0.041 0.030
H 0.94789 5.19558 -1.68682 -0.015 -0.029 0.009
H 2.63479 5.33205 -3.48427 0.004 -0.026 -0.009
H 2.35585 4.00741 -5.55033 -0.028 -0.016 -0.008
H 0.36546 2.54400 -5.82492 0.063 -0.045 0.050
```
Positions in Å, forces in eV/Å.

As for the net charge: -2. The value obtained for the frontier orbital gap is 0.1998 Ha.



| no. | strongest force on any atom (hartree/bohr) |
| --- | --- |
| 1 | 0.029 |
| 2 | 0.032 |